Entry 1:
15
Properties=species:S:1:pos:R:3:forces:R:3:lowdin_charge:R:1 method="wB97M-V/def2-TZVPD" gap_ev=5.2585 total_charge=+1 e_tot_ev=-9641.9817 homo_ev=-12.53 fmax_ha_per_bohr=0.0832 relative_energy_kcal_mol=138.32
C 0.351 -0.981 -0.275 -1.887 1.301 2.026 -0.09
C 0.415 -1.806 1.052 1.364 -2.384 -2.353 -0.16
N 0.383 0.455 0.123 -0.320 0.029 -0.642 0.08
N -0.434 -0.009 2.161 1.046 -4.147 -0.002 0.07
N 0.102 -1.184 2.273 -1.465 2.901 1.100 0.19
N -0.440 2.207 -2.352 -1.684 -0.971 -1.327 0.00
N -0.107 0.850 1.147 0.826 2.045 -1.510 0.07
H 1.208 -0.937 -0.938 -0.308 -1.413 -0.392 0.12
H -0.691 -1.136 -0.637 1.127 0.227 -0.800 0.15
H -0.299 -2.708 1.062 0.251 1.356 -0.203 0.19
H 1.351 -2.449 0.959 -0.605 1.091 1.560 0.16
H -1.012 2.320 -3.227 1.380 -0.304 1.315 0.05
H -0.790 0.603 2.889 -0.027 -0.949 1.191 0.19
H -0.493 3.028 -1.799 0.456 0.568 0.319 -0.01
H 0.455 1.748 -2.439 -0.154 0.649 -0.282 -0.01

Entry 2:
19
Properties=species:S:1:pos:R:3:forces:R:3:lowdin_charge:R:1 method="wB97M-V/def2-TZVPD" gap_ev=8.5230 e_tot_ev=-11512.3810 smiles=C[C@]12C[C@@]1(O)[C@]1(O)C[C@H]21 homo_ev=-7.81 fmax_ha_per_bohr=0.0279 relative_energy_kcal_mol=80.15
C -0.884 1.574 -1.173 0.127 0.049 -0.099 -0.03
C 0.199 0.602 -0.808 -0.914 -1.076 0.264 -0.33
C 0.346 -0.732 -1.459 0.126 -0.192 0.121 -0.03
C -0.319 -0.944 -0.122 0.264 0.958 -0.514 -0.33
O -1.485 -1.701 -0.143 -0.048 0.255 -0.012 0.05
C 0.369 -0.684 1.125 0.304 0.826 -0.267 -0.29
O 0.653 -1.695 2.014 0.283 0.054 -0.149 0.06
C 0.539 0.725 1.592 -0.162 -0.168 0.000 -0.08
C 1.176 0.782 0.233 -0.112 -1.092 0.734 -0.06
H -1.138 2.216 -0.327 0.005 -0.019 0.004 0.08
H -0.559 2.224 -1.991 -0.055 0.015 0.015 0.08
H -1.790 1.058 -1.498 0.021 -0.007 0.005 0.08
H 1.350 -1.129 -1.587 0.017 0.030 -0.057 0.11
H -0.309 -0.944 -2.299 -0.012 0.021 0.012 0.12
H -2.018 -1.477 0.631 0.051 0.015 -0.069 0.11
H 0.804 -2.518 1.530 0.021 0.102 0.000 0.11
H -0.367 1.311 1.746 0.060 0.102 -0.046 0.11
H 1.216 0.813 2.439 -0.014 -0.045 -0.010 0.12
H 2.218 0.521 0.099 0.038 0.172 0.067 0.12

Entry 3:
16
Properties=species:S:1:pos:R:3:forces:R:3:lowdin_charge:R:1 method="wB97M-V/def2-TZVPD" gap_ev=12.6387 e_tot_ev=-4342.2203 smiles=CC.CC homo_ev=-11.52 fmax_ha_per_bohr=0.0251 relative_energy_kcal_mol=7.10
C 2.203 0.207 0.654 -0.380 -0.687 0.564 -0.19
C 2.377 0.777 -0.747 0.075 0.576 0.527 -0.17
H 3.175 0.065 1.140 -0.218 0.150 0.020 0.06
H 1.558 0.817 1.288 0.337 0.461 -0.008 0.06
H 1.684 -0.765 0.735 0.333 0.128 -0.612 0.06
H 2.973 1.698 -0.671 0.015 -0.294 -0.114 0.07
H 1.433 1.101 -1.180 -0.115 -0.322 -0.179 0.06
H 2.900 0.082 -1.397 -0.071 -0.019 -0.197 0.06
C -2.452 0.137 0.380 -0.471 0.463 0.477 -0.18
C -2.062 -1.118 -0.410 -0.617 -0.472 1.029 -0.16
H -3.121 -0.104 1.221 0.414 -0.124 -0.095 0.06
H -1.609 0.702 0.788 -0.013 -0.191 -0.070 0.05
H -3.064 0.848 -0.179 0.306 -0.032 -0.378 0.06
H -0.991 -1.258 -0.557 -0.092 0.482 -0.648 0.05
H -2.300 -1.977 0.226 -0.142 -0.059 -0.157 0.06
H -2.703 -1.214 -1.291 0.640 -0.062 -0.158 0.06

Entry 4:
77
Properties=species:S:1:pos:R:3:forces:R:3:lowdin_charge:R:1 method="wB97M-V/def2-TZVPD" gap_ev=6.1371 e_tot_ev=-59339.0769 homo_ev=-7.81 fmax_ha_per_bohr=0.0282
C -6.852 2.938 -3.222 0.140 -0.201 0.136 -0.09
C -7.156 2.998 -1.856 0.154 -0.102 -0.131 -0.08
C -6.582 2.082 -0.976 0.178 -0.147 -0.278 0.00
C -5.710 1.096 -1.459 -0.236 0.164 -0.138 -0.22
N -5.181 0.153 -0.527 0.084 0.291 0.214 -0.04
C -5.757 -1.150 -0.465 -0.292 -0.390 0.094 -0.22
C -5.359 -2.133 -1.378 -0.256 -0.055 0.230 -0.01
C -5.954 -3.396 -1.341 -0.029 0.171 0.166 -0.08
C -6.931 -3.682 -0.378 0.138 0.226 -0.018 -0.09
C -7.310 -2.701 0.546 0.121 -0.008 -0.142 -0.08
C -6.729 -1.432 0.498 0.141 -0.200 -0.255 -0.01
C -3.893 0.338 0.016 0.123 -0.126 0.172 -0.19
C -3.724 0.253 1.412 0.077 0.046 -0.406 0.03
C -2.471 0.430 1.962 0.366 0.090 -0.025 0.02
C -1.323 0.600 1.135 -1.241 -0.576 -0.474 -0.19
C -0.054 0.794 1.743 0.640 1.151 -0.038 0.07
C 1.195 0.515 1.123 0.361 -0.452 -0.124 -0.20
C 2.347 1.283 1.468 -0.172 -0.237 -0.181 0.02
C 3.561 1.067 0.844 -0.318 0.235 0.129 0.01
C 3.704 -0.009 -0.057 0.488 -0.125 -0.182 -0.17
N 4.941 -0.257 -0.641 -0.746 0.195 0.448 -0.01
C 5.246 -1.545 -1.168 0.292 -0.585 -0.301 -0.24
C 5.141 -1.782 -2.541 -0.041 -0.265 0.231 -0.01
C 5.397 -3.062 -3.040 0.083 0.102 0.165 -0.07
C 5.817 -4.084 -2.180 -0.073 0.228 0.063 -0.08
C 5.972 -3.825 -0.813 -0.124 0.106 -0.132 -0.07
C 5.672 -2.562 -0.302 -0.088 0.172 -0.320 -0.01
C 5.853 0.810 -0.898 0.671 0.371 -0.094 -0.24
C 6.984 0.978 -0.089 -0.222 0.169 -0.225 -0.01
C 7.893 2.002 -0.370 -0.145 -0.070 -0.128 -0.07
C 7.698 2.827 -1.484 -0.177 -0.142 0.042 -0.08
C 6.579 2.642 -2.303 -0.041 -0.102 0.204 -0.07
C 5.646 1.646 -2.001 0.193 -0.068 0.224 -0.01
C 2.604 -0.843 -0.344 -0.488 0.018 0.068 0.01
C 1.360 -0.556 0.192 0.356 0.341 0.262 0.00
C -1.517 0.637 -0.279 0.081 -0.028 0.433 0.00
C -2.792 0.566 -0.821 0.187 -0.051 0.288 0.01
C -5.411 1.025 -2.818 -0.238 0.364 -0.094 -0.03
C -5.978 1.954 -3.700 -0.012 -0.016 0.227 -0.07
H -7.294 3.660 -3.912 0.143 -0.252 0.217 0.10
H -7.839 3.756 -1.471 0.180 -0.174 -0.154 0.10
H -6.792 2.099 0.094 0.010 0.058 -0.300 0.12
H -4.588 -1.882 -2.110 -0.219 -0.179 0.177 0.11
H -5.648 -4.151 -2.065 -0.116 0.138 0.221 0.10
H -7.389 -4.673 -0.345 0.144 0.332 -0.005 0.10
H -8.059 -2.918 1.307 0.175 0.004 -0.226 0.10
H -7.005 -0.642 1.198 -0.011 -0.264 -0.156 0.11
H -4.605 0.083 2.033 0.336 0.053 -0.135 0.12
H -2.311 0.405 3.039 -0.004 -0.008 -0.167 0.11
H -0.038 1.316 2.707 0.035 -0.027 -0.638 0.09
H 2.241 2.070 2.216 0.048 -0.221 -0.202 0.13
H 4.426 1.698 1.056 -0.310 -0.201 0.012 0.12
H 4.834 -0.962 -3.193 0.067 -0.316 0.121 0.12
H 5.263 -3.253 -4.105 0.102 -0.007 0.272 0.11
H 6.020 -5.082 -2.575 -0.046 0.340 0.133 0.11
H 6.320 -4.608 -0.139 -0.116 0.179 -0.206 0.11
H 5.767 -2.335 0.761 -0.030 -0.136 -0.272 0.12
H 7.123 0.307 0.761 0.018 0.218 -0.222 0.12
H 8.754 2.149 0.283 -0.219 -0.035 -0.238 0.11
H 8.416 3.618 -1.712 -0.234 -0.278 0.081 0.11
H 6.421 3.269 -3.181 0.085 -0.112 0.264 0.11
H 4.757 1.489 -2.616 0.274 0.125 0.133 0.12
H 2.738 -1.686 -1.021 -0.083 0.228 0.200 0.12
H 0.500 -1.172 -0.068 0.235 0.095 0.123 0.12
H -0.660 0.752 -0.943 -0.196 0.112 0.215 0.12
H -2.956 0.637 -1.897 0.183 0.020 0.333 0.11
H -4.730 0.248 -3.170 -0.284 0.236 -0.023 0.10
H -5.731 1.900 -4.760 -0.114 0.062 0.248 0.10
C 1.489 1.292 5.979 0.026 0.204 0.198 -0.19
S -0.185 0.781 5.603 -0.261 -0.671 -0.599 0.41
N -0.111 0.085 4.172 -0.041 -0.530 0.683 -0.24
O -0.556 -0.149 6.663 0.155 0.364 -0.281 -0.38
O -0.955 2.009 5.475 0.297 -0.075 0.035 -0.39
H 1.465 1.893 6.892 0.029 -0.097 -0.108 0.05
H 2.119 0.414 6.119 -0.155 0.026 -0.013 0.05
H 1.866 1.889 5.148 -0.075 0.003 0.053 0.04
H 0.007 -0.923 4.290 0.037 0.295 0.118 0.02

Entry 5:
19
Properties=species:S:1:pos:R:3:forces:R:3:lowdin_charge:R:1 method="wB97M-V/def2-TZVPD" gap_ev=2.0077 total_charge=-1 e_tot_ev=-25895.5217 homo_ev=-1.55 fmax_ha_per_bohr=0.0906 relative_energy_kcal_mol=92.57
Cs 3.343 -1.361 2.862 0.211 0.927 -0.335 0.87
S 4.803 3.683 1.344 0.720 1.181 -0.051 0.03
O 3.747 2.833 0.874 -3.389 -2.587 -1.391 -0.49
O 5.665 4.057 0.234 1.164 0.734 -1.434 -0.46
O 4.210 4.878 1.957 -0.020 0.680 0.938 -0.47
O 5.595 2.861 2.263 1.239 -0.927 2.219 -0.49
C -2.726 -0.481 -0.806 -0.601 1.834 -1.534 -0.18
C -2.645 -1.876 -1.353 -2.830 -0.508 -1.362 -0.22
C -1.881 -2.564 -0.330 2.177 0.874 0.455 -0.17
O -0.941 -1.495 0.067 1.195 -3.928 2.202 -0.16
C -1.329 -0.267 -0.368 0.332 0.405 -0.881 -0.26
H -3.469 -0.293 -0.031 -0.162 -0.262 -0.191 0.12
H -2.820 0.171 -1.675 -0.970 0.470 0.296 0.12
H -2.284 -2.010 -2.372 0.914 0.693 0.130 0.12
H -3.640 -2.283 -1.531 -0.363 -0.172 0.584 0.12
H -1.255 -3.333 -0.782 -0.225 -0.495 0.689 0.12
H -2.491 -2.819 0.536 0.232 -0.493 0.001 0.12
H -0.799 -0.142 -1.312 0.601 1.157 0.113 0.13
H -1.086 0.441 0.424 -0.224 0.418 -0.449 0.14

Entry 6:
14
Properties=species:S:1:pos:R:3:forces:R:3:lowdin_charge:R:1 method="wB97M-V/def2-TZVPD" gap_ev=9.3786 e_tot_ev=-7357.0892 smiles="C1CC2=C1C2.O" homo_ev=-9.06 fmax_ha_per_bohr=0.0070 relative_energy_kcal_mol=119.13
C 1.035 -1.072 -0.414 0.177 -0.088 -0.042 -0.12
C 0.893 0.409 -0.812 0.190 0.127 -0.080 -0.13
C -0.509 0.380 -0.164 0.006 -0.089 -0.036 -0.15
C -0.377 -0.924 0.160 -0.059 0.037 0.051 -0.14
C -1.638 -0.558 -0.519 -0.317 -0.118 -0.118 -0.04
H 1.802 -1.320 0.323 -0.135 0.029 -0.110 0.10
H 1.085 -1.786 -1.241 -0.003 0.095 0.102 0.11
H 1.574 1.124 -0.348 -0.112 -0.098 -0.072 0.10
H 0.847 0.592 -1.890 -0.015 -0.029 0.148 0.11
H -2.528 -0.472 0.099 0.198 -0.013 -0.118 0.08
H -1.837 -0.855 -1.554 0.009 0.040 0.131 0.10
O 0.121 1.720 2.363 -0.137 -0.026 -0.002 -0.07
H -0.521 2.002 1.698 0.125 0.077 0.075 0.02
H 0.052 0.760 2.300 0.076 0.058 0.071 0.02